# 1
Computed, not measured: 2 unconnected molecules or ions with the total composition C7H12O, with ωB97M-V/def2-TZVPD.

Values from the calculation:
Net charge: 0
Relative energy (zero: lowest compared OMol25 entry of this formula, charge and spin) (kcal/mol): 59.20
E_tot (hartree): -349.0543
Gap between HOMO and LUMO (eV): 10.188
Highest occupied orbital energy (eV): -9.3
SMILES: C=CC(=C)C(=C)C.O

Last column: Mulliken charge in e.
Geometry (Å):
C -2.778 0.647 -0.085  -1.089
C -1.284 0.607 -0.485  0.571
C -0.843 1.003 -1.667  -1.014
C -0.314 -1.457 0.495  -0.711
C -0.376 -0.109 0.453  0.177
C 0.659 0.694 1.159  -0.344
C 1.927 0.800 0.677  -0.731
H -3.055 -0.415 -0.352  0.269
H -3.479 1.236 -0.740  0.354
H -2.894 0.956 0.928  0.303
H 0.177 0.933 -2.007  0.293
H -1.569 1.409 -2.323  0.320
H 0.284 -1.938 1.211  0.335
H -1.013 -2.099 -0.040  0.246
H 0.403 1.212 2.044  0.426
H 2.791 1.336 1.134  0.250
H 2.277 0.275 -0.295  0.297
H 3.199 -1.038 -0.347  0.327
H 2.780 -2.070 0.596  0.354
O 3.106 -1.984 -0.356  -0.634



# 2
Computed, not measured: a single HNO4S molecule, with ωB97M-V/def2-TZVPD.

Values from the calculation:
Net charge: 0
Relative energy (zero: lowest compared OMol25 entry of this formula, charge and spin) (kcal/mol): 97.85
E_tot (hartree): -754.2365
Gap between HOMO and LUMO (alpha / beta) (eV): 7.828 / 7.827
Highest occupied orbital energy (alpha / beta) (eV): -9.4 / -9.4
SMILES: O=S(#[N+][O-])OO

Last column: Mulliken charge in e.
Geometry (Å):
N -0.325 -1.113 -0.467  0.262
O 0.661 -1.631 0.001  -0.302
O -2.600 0.070 -0.077  -0.378
O 1.230 0.931 0.464  -0.282
O 0.257 0.931 -0.463  -0.298
S -1.316 0.016 0.556  0.650
H 2.094 0.796 -0.015  0.349



# 3
Computed, not measured: a molecular structure, C5H6N2O, with ωB97M-V/def2-TZVPD.

Values from the calculation:
Net charge: 0
Relative energy (zero: lowest compared OMol25 entry of this formula, charge and spin) (kcal/mol): 104.78
E_tot (hartree): -378.7040
Gap between HOMO and LUMO (eV): 9.115
Highest occupied orbital energy (eV): -8.4

Last column: Mulliken charge in e.
Geometry (Å):
C -0.198 2.029 -0.278  -1.182
C -0.008 0.535 -0.379  -0.289
C -0.209 -1.578 -0.274  0.501
C 1.084 -1.446 1.297  -0.215
C 0.493 -0.478 0.367  0.608
H -1.441 2.257 0.003  0.252
H 0.567 2.423 0.613  0.271
H -0.012 2.370 -1.329  0.337
H -1.457 0.723 -1.855  0.303
H 2.145 -1.686 1.376  0.241
H 0.729 -1.265 2.312  0.169
N -0.912 -0.031 -1.225  0.428
N -1.061 -1.324 -1.242  -1.020
O 0.279 -2.529 0.613  -0.403



# 4
Computed, not measured: 2 unconnected molecules or ions with the total composition C8H8BrClFNO5, with ωB97M-V/def2-TZVPD.

Values from the calculation:
Net charge: 0
Relative energy (zero: lowest compared OMol25 entry of this formula, charge and spin) (kcal/mol): 0.00
E_tot (hartree): -3874.2712
Gap between HOMO and LUMO (eV): 5.003
Highest occupied orbital energy (eV): -7.8

Last column: Mulliken charge in e.
Geometry (Å):
O -2.313 0.574 -2.625  -0.428
C -1.685 0.369 -1.658  0.175
F -1.883 -0.575 -0.795  -0.038
C -0.500 1.212 -1.241  -0.096
N 0.839 0.489 -1.401  -0.089
Br 0.684 -1.225 -2.192  0.164
C 1.583 0.491 -0.095  0.789
C 2.148 1.711 0.254  -0.396
C 2.816 1.820 1.466  -0.645
C 2.894 0.709 2.299  -0.456
C 2.339 -0.507 1.924  -0.712
C 1.669 -0.625 0.708  -0.459
H -0.456 2.143 -1.790  0.385
H -0.612 1.462 -0.191  0.328
H 1.418 1.045 -2.028  0.558
H 2.054 2.564 -0.406  0.350
H 3.243 2.773 1.729  0.393
H 3.394 0.798 3.251  0.394
H 2.412 -1.376 2.556  0.402
H 1.220 -1.566 0.435  0.352
O -4.094 -2.480 -1.478  -0.666
Cl -4.262 -2.461 -0.040  1.702
O -4.792 -1.176 0.364  -0.671
O -2.963 -2.652 0.586  -0.668
O -5.154 -3.514 0.366  -0.668



# 5
Computed, not measured: 2 unconnected molecules or ions with the total composition C5H12S, with ωB97M-V/def2-TZVPD.

Values from the calculation:
Net charge: 0
Relative energy (zero: lowest compared OMol25 entry of this formula, charge and spin) (kcal/mol): 119.53
E_tot (hartree): -595.6915
Gap between HOMO and LUMO (eV): 8.173
Highest occupied orbital energy (eV): -7.5

Last column: Mulliken charge in e.
Geometry (Å):
C 1.712 -0.481 1.327  -0.883
C 0.227 -0.225 -1.521  -0.795
C -0.721 -1.255 -0.925  -0.783
C -1.561 1.495 1.454  -0.593
C -0.794 2.064 0.559  -0.150
S 1.630 0.265 -0.196  -0.064
H 1.813 -1.534 1.288  0.360
H 0.950 -0.024 1.885  0.229
H -0.219 0.713 -1.847  0.351
H -1.624 -0.988 -0.570  0.347
H -0.790 -2.255 -1.414  0.278
H -0.144 -1.479 -0.030  0.213
H -2.569 1.506 1.587  0.325
H 0.856 -0.510 -2.262  0.535
H -1.007 0.777 2.094  0.144
H 0.223 1.758 0.404  0.123
H -1.215 2.714 -0.302  0.198
H 2.654 -0.356 -0.559  0.165



# 6
Computed, not measured: a molecular structure, C9H14N2O, with ωB97M-V/def2-TZVPD.

Values from the calculation:
Net charge: +2
Relative energy (zero: lowest compared OMol25 entry of this formula, charge and spin) (kcal/mol): 202.12
E_tot (hartree): -535.0190
Gap between HOMO and LUMO (eV): 8.253
Highest occupied orbital energy (eV): -18.1

Last column: Mulliken charge in e.
Geometry (Å):
C 0.632 0.306 0.512  0.717
C 0.640 0.695 -0.827  -1.353
C -0.744 -1.821 0.742  -0.560
C -0.458 -0.350 1.079  -0.261
C -0.558 -0.237 -0.618  1.697
C 2.860 1.065 0.013  -0.818
C 2.386 -1.362 -0.331  -0.995
C -1.793 1.875 0.096  -0.656
C -2.986 -0.294 -0.169  -0.956
N 1.875 -0.007 -0.180  0.363
N -1.698 0.472 -0.109  0.160
O -0.670 -1.586 -0.676  -0.470
H 0.116 -2.531 0.902  0.330
H -1.718 -2.263 1.084  0.305
H 3.478 0.924 0.854  0.437
H 3.502 1.201 -0.827  0.390
H 2.328 2.075 0.096  0.293
H 1.654 -1.928 -0.809  0.450
H 3.115 -1.359 -1.091  0.357
H 2.607 -1.643 0.633  0.408
H -2.300 2.071 1.060  0.377
H -0.704 2.346 0.060  0.287
H -2.544 2.312 -0.664  0.329
H -3.780 0.438 -0.674  0.352
H -2.756 -1.221 -0.692  0.405
H -3.297 -0.285 0.917  0.412



Q: Among the records above, which one has the lowest relative energy (zero: lowest compared OMol25 entry of this formula, charge and spin)?
A: C8H8BrClFNO5



Q: What is the formula in the fourth record?
A: C8H8BrClFNO5



Q: Which of these has the highest E_tot?
A: C7H12O